Formula: C3H4NO2
Source: the Open Molecules 2025 dataset
Level of theory: ωB97M-V with the def2-TZVPD basis set

Calculated values
HOMO-LUMO gap (alpha / beta) = 9.3575 / 9.3567 eV
DFT total energy = -321.5168 Ha
net charge = +1
HOMO level (alpha / beta) = -15.83 / -15.83 eV
ΔE to the lowest compared entry with this formula, charge and spin = 4.071 eV

Cartesian coordinates (Å):
C -0.95988 0.63211 0.08375
C 0.26382 0.00188 0.04668
C -2.13957 -0.01473 -0.10478
N 0.74273 -1.19024 -0.20097
O -2.95211 -0.73729 0.04699
O 2.09746 0.95055 -0.02853
H -0.96327 1.63826 0.25574
H 1.73214 -1.24691 -0.16684
H 1.97214 1.87252 -0.09796
H 0.20653 -1.90615 0.16593